1.
C5H7NO | the ωB97M-V functional and the def2-TZVPD basis

Computed properties:
* molar mass: 97.1 g mol⁻¹
* energy above the lowest of the compared OMol25 structures with the same formula, charge and spin: 119.9 kcal/mol
* F_max: 7.26 eV/Å
* frontier orbital gap: 9.5519 eV
* E_LUMO: 0.69 eV

CARTESIAN COORDINATES (ANGSTROEM)
C1 -0.222 -0.381 -0.854
C2 -0.068 0.936 -0.255
C3 -0.029 -0.783 0.747
C4 1.396 -0.408 0.730
C5 1.450 0.892 0.200
H1 -1.739 -1.553 -0.979
H2 0.584 -0.780 -1.362
H3 -0.516 1.656 -0.994
H4 -1.643 0.388 1.066
H5 -0.253 -1.616 1.301
H6 2.303 -0.752 1.431
H7 2.174 1.699 0.080
N1 -0.551 0.594 1.026
O1 -1.526 -0.592 -1.391

---

2.
C6H11NO | the ωB97M-V functional and the def2-TZVPD basis

Computed properties:
* molar mass: 113.2 g mol⁻¹
* spin multiplicity: 3
* energy above the lowest of the compared OMol25 structures with the same formula, charge and spin: 73.2 kcal/mol
* F_max: 3.53 eV/Å
* frontier orbital gap (spin up / spin down): 8.4366 / 7.3697 eV
* E_LUMO (spin up / spin down): 0.43 / -0.48 eV

CARTESIAN COORDINATES (ANGSTROEM)
C1 1.398 -0.559 -0.343
C2 -2.006 0.029 -1.274
C3 -1.672 -0.285 0.175
C4 2.247 -1.492 0.372
C5 1.688 0.860 -0.469
C6 -1.686 0.913 1.129
N1 -0.877 -1.313 0.432
O1 -2.950 -0.531 -0.449
H1 -2.135 1.074 -1.540
H2 -1.594 -0.615 -2.044
H3 2.683 -2.167 -0.374
H4 3.052 -1.039 0.967
H5 1.603 -2.125 0.988
H6 0.774 1.448 -0.511
H7 2.166 0.972 -1.448
H8 2.376 1.253 0.292
H9 -0.682 1.319 1.225
H10 -2.018 0.578 2.108
H11 -2.365 1.681 0.766

---

3.
C2H3BaO2 | the ωB97M-V functional and the def2-TZVPD basis

Computed properties:
* molar mass: 196.4 g mol⁻¹
* spin multiplicity: 2
* energy above the lowest of the compared OMol25 structures with the same formula, charge and spin: 0.0 kcal/mol
* F_max: 3.96 eV/Å
* frontier orbital gap (spin up / spin down): 4.4039 / 7.5804 eV
* E_LUMO (spin up / spin down): -0.21 / -0.25 eV

CARTESIAN COORDINATES (ANGSTROEM)
C1 1.024 0.133 -0.252
C2 1.354 0.126 -1.501
O1 1.465 0.074 -2.682
H1 1.681 0.409 0.570
Ba1 -0.635 -2.094 0.252
O2 -1.702 0.132 0.986
H2 -1.051 0.988 0.783
H3 -2.136 0.233 1.843

---

4.
C7H8S | the ωB97M-V functional and the def2-TZVPD basis

Computed properties:
* molar mass: 124.2 g mol⁻¹
* energy above the lowest of the compared OMol25 structures with the same formula, charge and spin: 115.5 kcal/mol
* F_max: 3.57 eV/Å
* frontier orbital gap (spin up / spin down): 7.5833 / 6.4506 eV
* E_LUMO (spin up / spin down): -0.53 / -0.47 eV

CARTESIAN COORDINATES (ANGSTROEM)
C1 1.627 1.060 -0.162
C2 0.448 0.839 0.554
C3 0.293 -1.710 -1.982
C4 0.631 -0.928 -0.952
C5 1.747 0.073 -1.248
C6 -0.167 -0.325 0.043
C7 -2.167 0.176 1.712
S1 -1.687 -1.055 0.427
H1 2.448 1.659 0.224
H2 -0.086 1.598 0.978
H3 -0.353 -2.589 -1.839
H4 1.300 0.545 -2.055
H5 2.726 -0.366 -1.561
H6 -3.169 -0.202 1.939
H7 -2.248 1.293 1.563
H8 -1.344 -0.066 2.361

---

5.
C33H55LuNP2 | the ωB97M-V functional and the def2-TZVPD basis

Computed properties:
* molar mass: 702.7 g mol⁻¹
* net charge: +1
* F_max: 5.47 eV/Å
* frontier orbital gap (spin up / spin down): 3.8333 / 3.8063 eV
* E_LUMO (spin up / spin down): -4.91 / -4.92 eV

CARTESIAN COORDINATES (ANGSTROEM)
Lu1 -0.320 -0.223 -1.848
C1 -0.305 -3.092 1.804
C2 0.991 -3.015 1.214
C3 0.914 -1.561 2.999
C4 -0.348 -2.205 2.914
C5 1.755 -2.085 1.974
C6 -1.406 -4.021 1.431
H1 -1.226 -4.506 0.460
H2 -2.368 -3.484 1.381
H3 -1.526 -4.826 2.179
C7 -1.482 -2.055 3.859
H4 -2.455 -2.181 3.355
H5 -1.447 -1.063 4.331
H6 -1.442 -2.817 4.660
C8 1.287 -0.568 4.025
H7 1.497 -1.048 4.992
H8 0.498 0.183 4.187
H9 2.203 -0.053 3.725
C9 3.179 -1.742 1.788
H10 3.796 -2.077 2.638
H11 3.348 -0.642 1.700
H12 3.570 -2.227 0.893
C10 1.503 -3.801 0.055
H13 1.976 -4.759 0.348
H14 2.271 -3.217 -0.480
H15 0.717 -4.018 -0.688
C11 -1.331 0.014 -4.191
C12 -1.553 -1.328 -4.146
C13 -0.697 -2.391 -4.664
C14 0.806 -2.141 -4.379
C15 1.156 -1.322 -3.145
C16 1.403 0.072 -3.102
C17 1.059 0.987 -4.192
C18 -0.223 0.699 -5.007
H16 -0.764 -2.637 -5.748
H17 1.299 -1.745 -5.288
H18 -1.062 -3.325 -4.219
H19 0.054 0.146 -5.922
H20 -2.266 0.635 -4.130
H21 -2.584 -1.687 -4.022
H22 -0.612 1.635 -5.466
H23 0.956 1.992 -3.765
H24 2.082 0.425 -2.296
H25 1.894 0.922 -4.905
H26 1.204 -3.169 -4.298
H27 1.706 -1.863 -2.371
P1 -2.865 -0.403 -1.092
P2 3.415 1.148 0.434
C19 -1.141 2.077 -1.678
C20 0.089 2.142 -1.019
H28 -2.131 2.227 -1.096
H29 -1.142 1.667 -2.730
H30 1.037 2.405 -1.512
H31 0.207 2.204 0.085
C21 3.932 2.871 0.611
H32 4.821 2.845 1.274
H33 3.071 3.487 0.967
H34 4.227 3.174 -0.414
C22 4.618 0.662 -0.793
H35 4.950 1.579 -1.307
H36 4.135 -0.029 -1.523
H37 5.479 0.192 -0.289
C23 -4.332 -0.110 -2.070
H38 -4.924 -1.040 -2.116
H39 -3.983 0.247 -3.051
H40 -4.886 0.708 -1.593
C24 -2.351 -2.173 -1.173
H41 -1.725 -2.383 -0.282
H42 -1.683 -2.526 -2.006
H43 -3.221 -2.808 -0.948
C25 -1.035 4.325 1.674
N1 0.230 3.815 2.146
C26 0.876 4.719 3.073
C27 0.425 2.392 2.382
C28 -0.837 1.575 2.341
C29 -1.749 1.792 3.408
C30 -3.040 1.276 3.425
C31 -3.368 0.398 2.412
C32 -2.417 0.106 1.415
C33 -1.197 0.723 1.321
H44 -1.811 4.303 2.458
H45 -1.403 3.774 0.806
H46 -0.887 5.377 1.401
H47 0.301 4.811 4.021
H48 1.895 4.378 3.308
H49 0.919 5.723 2.625
H50 1.174 1.997 1.667
H51 0.954 2.287 3.347
H52 -1.437 2.452 4.210
H53 -3.773 1.561 4.183
H54 -4.348 -0.067 2.365
H55 -2.774 -0.694 0.698

---

6.
C37H49BF9O34PS | the ωB97M-V functional and the def2-TZVPD basis

Computed properties:
* molar mass: 1282.6 g mol⁻¹
* structure (SMILES): CCOB(O)P(CCCCS(=O)(=O)O)CCCC(=O)O.O=C1OC[C@@H](F)O1.O=C1OC[C@@H](F)O1.O=C1OC[C@@H](F)O1.O=C1OC[C@@H](F)O1.O=C1OC[C@@H](F)O1.O=C1OC[C@@H](F)O1.O=C1OC[C@@H](F)O1.O=C1OC[C@@H](F)O1.O=C1OC[C@@H](F)O1
* F_max: 2.72 eV/Å
* frontier orbital gap: 7.9898 eV
* E_LUMO: 0.21 eV

CARTESIAN COORDINATES (ANGSTROEM)
C1 3.761 6.914 -1.191
C2 2.533 6.533 -0.387
O1 2.425 5.120 -0.134
B1 2.173 4.345 -1.227
O2 1.715 4.849 -2.438
P1 2.538 2.450 -1.142
C3 3.781 2.300 0.255
C4 5.273 2.454 -0.190
C5 5.489 2.673 -1.684
C6 6.996 2.693 -2.036
S1 7.107 2.695 -3.847
O3 8.320 3.273 -4.300
O4 5.974 3.386 -4.371
O5 6.945 1.162 -4.314
C7 0.993 1.517 -0.714
C8 0.146 1.463 -2.001
C9 -1.348 1.101 -1.675
C10 -2.265 1.985 -2.456
O6 -3.144 2.606 -1.999
O7 -2.049 2.007 -3.831
H1 4.693 6.622 -0.705
H2 3.797 8.002 -1.279
H3 3.770 6.521 -2.207
H4 1.651 6.897 -0.914
H5 2.587 7.023 0.583
H6 0.776 5.070 -2.413
H7 3.564 3.040 1.023
H8 3.633 1.333 0.738
H9 5.889 1.643 0.200
H10 5.635 3.350 0.321
H11 5.108 3.653 -1.956
H12 5.047 1.897 -2.298
H13 7.512 3.568 -1.656
H14 7.465 1.771 -1.697
H15 5.989 0.998 -4.235
H16 1.195 0.479 -0.449
H17 0.449 1.972 0.104
H18 0.579 0.794 -2.733
H19 0.146 2.474 -2.425
H20 -1.543 0.076 -1.989
H21 -1.494 1.169 -0.601
H22 -1.581 2.835 -4.003
C11 -3.399 0.695 3.251
C12 -3.213 2.189 3.235
O8 -1.800 2.323 3.165
C13 -1.339 1.215 2.519
O9 -0.249 1.122 2.057
O10 -2.281 0.249 2.467
F1 -3.649 2.751 4.383
H23 -3.325 0.281 4.257
H24 -4.340 0.380 2.809
H25 -3.670 2.694 2.382
C14 -5.583 1.531 9.017
C15 -5.231 2.673 8.103
O11 -4.691 2.008 6.973
C16 -5.294 0.788 6.919
O12 -5.282 0.078 5.966
O13 -5.915 0.495 8.085
F2 -4.276 3.469 8.644
H26 -4.739 1.212 9.629
H27 -6.426 1.756 9.667
H28 -6.080 3.284 7.793
C17 -10.192 -1.373 8.619
C18 -9.191 -1.209 9.734
O14 -8.524 -0.012 9.373
C19 -9.421 0.737 8.669
O15 -9.292 1.892 8.442
O16 -10.478 -0.015 8.272
F3 -8.296 -2.225 9.751
H29 -9.766 -1.887 7.757
H30 -11.093 -1.894 8.934
H31 -9.630 -1.096 10.727
C20 1.653 -2.148 -6.022
C21 0.457 -1.529 -6.692
O17 -0.546 -1.637 -5.694
C22 0.099 -1.606 -4.494
O18 -0.434 -1.410 -3.451
O19 1.427 -1.818 -4.645
F4 0.071 -2.242 -7.783
H32 1.681 -3.223 -6.131
H33 2.591 -1.734 -6.375
H34 0.581 -0.481 -6.973
C23 4.565 -4.779 -9.207
C24 5.238 -3.444 -9.031
O20 4.545 -2.898 -7.920
C25 4.125 -3.955 -7.168
O21 3.739 -3.860 -6.049
O22 4.201 -5.112 -7.861
F5 5.049 -2.642 -10.105
H35 3.664 -4.712 -9.817
H36 5.225 -5.531 -9.632
H37 6.305 -3.498 -8.806
C26 -2.479 -1.151 11.293
C27 -2.809 -0.146 10.223
O23 -3.519 0.853 10.948
C28 -3.037 0.822 12.225
O24 -3.204 1.675 13.027
O25 -2.333 -0.320 12.449
F6 -3.636 -0.673 9.282
H38 -3.290 -1.863 11.459
H39 -1.563 -1.700 11.086
H40 -1.941 0.298 9.732
C29 0.002 -2.746 -12.120
C30 1.434 -2.311 -11.937
O26 2.014 -3.429 -11.288
C31 1.307 -4.526 -11.696
O27 1.677 -5.642 -11.562
O28 0.138 -4.162 -12.277
F7 1.526 -1.232 -11.124
H41 -0.607 -2.533 -11.240
H42 -0.467 -2.299 -12.992
H43 1.970 -2.111 -12.867
C32 1.429 -0.595 5.802
C33 0.295 0.007 5.016
O29 -0.788 -0.067 5.931
C34 -0.250 -0.002 7.175
O30 -0.874 0.229 8.159
O31 1.086 -0.224 7.145
F8 -0.009 -0.726 3.924
H44 1.455 -1.683 5.722
H45 2.400 -0.196 5.520
H46 0.449 1.046 4.720
C35 1.676 -5.667 -3.439
C36 0.761 -5.832 -4.624
O32 1.251 -7.007 -5.237
C37 1.799 -7.768 -4.240
O33 2.065 -8.914 -4.340
O34 1.990 -7.026 -3.117
F9 0.888 -4.794 -5.493
H47 2.591 -5.132 -3.699
H48 1.197 -5.165 -2.602
H49 -0.291 -5.965 -4.369